Record 1
Density functional theory data (ωB97M-V/def2-TZVPD) for a 3-piece molecular cluster, C27H62N11O4P2 overall.

Computed properties:
Gap between HOMO and LUMO in eV: 6.30
DFT total energy in Eh: -2651.4560
LUMO energy in Eh: -0.1035
Charge: +1

Last column: Löwdin charge in e.
Positions of all 106 atoms, in Å:
C  5.91281  5.33311  -0.09150  -0.07
C  4.37513  5.13188  -0.38286  -0.25
O  3.83570  4.31065  0.67199  -0.19
C  2.56462  3.76648  0.32362  -0.18
C  2.40193  2.40131  1.12636  -0.15
O  3.58321  2.06399  1.88311  -0.12
C  4.36126  1.18443  1.10155  -0.19
N  5.50379  0.68374  1.91653  0.14
C  6.27499  -0.23304  1.35715  -0.29
N  5.99906  -0.65073  0.02910  0.20
C  7.02196  -1.54931  -0.18663  -0.22
C  7.07185  -2.20746  -1.61352  -0.09
C  8.58887  -2.49839  -1.92767  -0.20
C  8.90690  -2.85277  -3.43045  -0.16
C  7.88976  -2.27478  -4.47753  -0.17
N  8.22282  -2.61736  -5.86490  -0.17
C  7.23630  -3.26906  -6.58405  -0.10
C  7.72052  -3.53263  -7.92096  -0.06
C  9.10103  -2.99656  -7.87252  -0.10
C  9.39699  -2.42439  -6.58457  -0.08
N  7.85420  -1.73914  0.88191  0.12
N  7.37220  -0.88967  1.83363  0.12
H  6.13628  5.18232  0.99080  0.08
H  6.45747  4.53719  -0.66733  0.07
H  6.24531  6.35001  -0.41730  0.08
H  3.81844  6.10238  -0.37803  0.13
H  4.26006  4.56650  -1.34139  0.12
H  2.46710  3.57673  -0.78147  0.12
H  1.73079  4.48196  0.57876  0.13
H  2.02844  1.55065  0.50019  0.12
H  1.60886  2.58304  1.90290  0.13
H  4.70652  1.65959  0.15033  0.15
H  3.72149  0.28581  0.86914  0.14
H  5.69824  1.01996  2.85765  0.17
H  6.58391  -1.46855  -2.28644  0.12
H  6.46107  -3.14397  -1.51163  0.14
H  9.25167  -1.67579  -1.53983  0.12
H  8.86923  -3.40955  -1.32139  0.11
H  9.05289  -3.95156  -3.61697  0.13
H  9.90515  -2.38678  -3.66614  0.11
H  6.83112  -2.55594  -4.26372  0.11
H  7.94386  -1.14678  -4.40690  0.14
H  6.27088  -3.50241  -6.09821  0.11
H  7.16353  -4.02312  -8.73702  0.09
H  9.76560  -3.07706  -8.75493  0.09
H  10.31661  -1.94884  -6.20448  0.11
H  8.64315  -2.37720  0.92505  0.19
H  7.79204  -0.76854  2.75094  0.19
O  -3.99366  0.90757  -0.97139  -0.30
P  -3.25849  -0.19647  -0.21836  0.72
N  -1.70877  0.33521  -0.74685  -0.33
C  -0.69281  -0.41103  -1.45870  -0.13
C  -1.25902  1.64408  -0.30261  -0.14
N  -3.83906  -1.45836  -1.23696  -0.32
C  -3.02461  -2.38956  -1.99146  -0.14
C  -5.08750  -1.22463  -1.95594  -0.13
N  -2.50549  -1.45334  0.77181  -0.26
C  -3.52192  -2.26592  1.49508  -0.12
C  -1.58347  -0.96856  1.81845  -0.13
H  -0.45092  -1.36301  -0.97449  0.07
H  0.25215  0.13598  -1.51820  0.07
H  -0.99662  -0.59823  -2.49161  0.07
H  -0.79604  1.58721  0.69428  0.05
H  -2.08878  2.35126  -0.23777  0.07
H  -0.53322  2.08928  -0.98833  0.07
H  -2.68182  -1.96064  -2.93915  0.08
H  -3.59805  -3.29306  -2.22718  0.08
H  -2.16422  -2.74839  -1.42689  0.06
H  -4.92428  -0.61117  -2.85096  0.09
H  -5.81811  -0.72579  -1.32115  0.06
H  -5.54331  -2.16803  -2.26946  0.08
H  -4.10156  -1.65170  2.19077  0.07
H  -3.04127  -3.07126  2.05500  0.08
H  -4.22118  -2.74651  0.81358  0.08
H  -2.04030  -0.18507  2.42958  0.09
H  -0.65570  -0.58433  1.39231  0.06
H  -1.27884  -1.78511  2.47632  0.08
O  -6.69991  -1.16775  3.37464  -0.31
P  -7.75132  -0.11760  3.02166  0.74
N  -6.60315  1.02802  2.46396  -0.32
C  -6.40487  2.39592  2.89870  -0.12
C  -5.81439  0.67221  1.29571  -0.17
N  -8.19196  0.20121  4.65477  -0.34
C  -8.16158  1.49426  5.30954  -0.14
C  -7.92720  -0.84139  5.64147  -0.14
N  -9.07709  0.94584  2.53799  -0.27
C  -10.40113  0.34109  2.84093  -0.13
C  -9.12490  1.28882  1.10082  -0.12
H  -7.32935  2.98098  2.88525  0.07
H  -5.70836  2.93425  2.25202  0.08
H  -5.97105  2.42860  3.90154  0.07
H  -6.34854  0.89939  0.36610  0.07
H  -5.57877  -0.39816  1.28270  0.04
H  -4.85951  1.19798  1.27183  0.05
H  -7.15865  1.74941  5.66758  0.08
H  -8.83178  1.49806  6.17635  0.08
H  -8.53069  2.29703  4.67187  0.07
H  -6.87441  -0.83989  5.95156  0.08
H  -8.17181  -1.82624  5.24688  0.07
H  -8.54396  -0.70401  6.53394  0.08
H  -10.54973  -0.58863  2.28288  0.08
H  -11.20648  1.03416  2.58897  0.08
H  -10.51515  0.11638  3.89970  0.07
H  -9.06431  0.39803  0.46965  0.09
H  -8.32161  1.97055  0.82198  0.07
H  -10.04710  1.82070  0.85890  0.08



Record 2
Density functional theory data (ωB97M-V/def2-TZVPD) for a 3-piece molecular cluster, C27H62NO3PS overall.

Computed properties:
Gap between HOMO and LUMO in eV: 9.28
DFT total energy in Eh: -2085.9741
SMILES string: CCCCCCCCCCCC[C@H](OCCN)P(O)(O)=S.CCCCCC.CCCCCC
LUMO energy in Eh: 0.0169

Last column: Löwdin charge in e.
Positions of all 95 atoms, in Å:
C  11.68734  -1.42368  0.33510  -0.13
C  10.45102  -0.71717  0.97955  -0.25
C  10.18234  0.63800  0.20771  -0.21
C  8.74625  0.71467  -0.42937  -0.19
C  7.80188  1.69599  0.36635  -0.19
C  6.49583  0.99877  0.90621  -0.21
C  5.23403  1.48786  0.11355  -0.21
C  3.90976  0.85591  0.70981  -0.21
C  2.78974  1.93888  0.94421  -0.21
C  1.38117  1.27559  0.88865  -0.21
C  0.99577  0.70672  -0.51883  -0.20
C  -0.39325  1.18724  -1.02728  -0.16
C  -1.60773  0.56830  -0.20394  -0.40
O  -1.12502  -0.40243  0.69187  -0.15
C  -2.14591  -1.01834  1.47227  -0.21
C  -2.92921  -0.04794  2.40332  -0.27
N  -2.07962  0.84912  3.19596  0.01
P  -2.84774  -0.06295  -1.46471  0.39
O  -2.45989  -1.63741  -1.89211  -0.22
O  -2.87484  0.91367  -2.83419  -0.23
S  -4.68692  -0.07963  -0.76679  0.27
H  11.48256  -1.62300  -0.73859  0.07
H  11.90519  -2.37726  0.85603  0.07
H  12.58773  -0.77832  0.39412  0.07
H  10.59768  -0.50395  2.05768  0.10
H  9.58577  -1.39524  0.82116  0.09
H  10.91471  0.68892  -0.62170  0.09
H  10.36826  1.47651  0.90485  0.10
H  8.30480  -0.29017  -0.56275  0.10
H  8.85941  1.15330  -1.44485  0.10
H  7.45343  2.52719  -0.28400  0.10
H  8.34464  2.17046  1.21104  0.10
H  6.53829  -0.10546  0.79103  0.10
H  6.36225  1.20722  1.99041  0.11
H  5.32290  1.12884  -0.93305  0.11
H  5.11895  2.58846  0.15943  0.10
H  3.58018  0.04781  0.02700  0.10
H  4.11773  0.39013  1.69914  0.11
H  2.87433  2.79237  0.24205  0.11
H  2.93745  2.28027  1.99298  0.11
H  1.38091  0.45439  1.63837  0.11
H  0.60287  2.02819  1.15284  0.11
H  1.74651  1.11108  -1.24098  0.11
H  1.09146  -0.39346  -0.59034  0.12
H  -0.46096  2.29282  -1.06563  0.12
H  -0.48138  0.84225  -2.08212  0.09
H  -2.07526  1.42889  0.31884  0.13
H  -1.62107  -1.74046  2.13742  0.13
H  -2.87853  -1.61463  0.89463  0.08
H  -3.71226  0.54021  1.88691  0.07
H  -3.47987  -0.69842  3.12772  0.10
H  -1.10409  0.58696  3.17934  0.06
H  -2.22160  1.82233  2.97525  0.06
H  -2.99776  -2.19403  -1.31969  0.04
H  -3.55077  0.56221  -3.42689  0.05
C  -5.81421  2.53275  -4.33026  -0.12
C  -6.86955  3.02675  -5.31310  -0.27
C  -7.19139  2.01257  -6.41077  -0.23
C  -6.01767  1.65690  -7.32651  -0.23
C  -5.38015  2.84407  -8.04906  -0.27
C  -6.34056  3.55572  -8.99495  -0.11
H  -4.85850  2.34432  -4.82531  0.06
H  -5.64108  3.28197  -3.55554  0.08
H  -6.13720  1.61066  -3.84013  0.07
H  -6.54868  3.97659  -5.75017  0.10
H  -7.78794  3.24050  -4.75843  0.11
H  -8.02194  2.39497  -7.01159  0.10
H  -7.55959  1.09133  -5.94663  0.11
H  -6.36642  0.93360  -8.07095  0.11
H  -5.24536  1.13934  -6.74904  0.10
H  -4.52701  2.47850  -8.62898  0.10
H  -4.97365  3.55942  -7.32843  0.10
H  -6.71671  2.86885  -9.75629  0.07
H  -5.83213  4.37665  -9.50486  0.07
H  -7.19359  3.97969  -8.46247  0.06
C  -3.33640  -5.98884  4.84761  -0.11
C  -2.31155  -4.91196  4.50960  -0.27
C  -1.44834  -4.50603  5.70429  -0.23
C  -2.21535  -3.88637  6.87490  -0.23
C  -3.03035  -2.64187  6.52244  -0.27
C  -2.17161  -1.48328  6.02940  -0.12
H  -4.04672  -5.64799  5.60275  0.07
H  -3.90822  -6.26119  3.95795  0.07
H  -2.84438  -6.89014  5.21990  0.08
H  -2.82070  -4.03898  4.08991  0.09
H  -1.65518  -5.29174  3.72045  0.10
H  -0.67754  -3.80906  5.36140  0.10
H  -0.91075  -5.38732  6.07041  0.11
H  -1.49842  -3.63106  7.66219  0.11
H  -2.88352  -4.63393  7.31325  0.10
H  -3.57243  -2.31836  7.41641  0.10
H  -3.79250  -2.88072  5.77472  0.10
H  -1.43777  -1.19372  6.78503  0.08
H  -2.79560  -0.61357  5.81544  0.06
H  -1.63882  -1.73659  5.11052  0.05